{"formula": "C21H34NO2", "method": "ωB97M-V/def2-TZVPD", "symbols": ["C", "C", "C", "C", "C", "C", "C", "C", "C", "H", "O", "C", "H", "H", "H", "O", "C", "C", "H", "H", "C", "H", "H", "C", "H", "H", "C", "N", "C", "C", "H", "H", "C", "C", "H", "H", "H", "H", "C", "C", "H", "H", "H", "H", "H", "H", "H", "H", "H", "H", "H", "H", "H", "H", "H", "H", "H", "H"], "positions_angstrom": [[1.69561, 4.64724, -3.64446], [0.98671, 3.38443, -3.56075], [1.70452, 1.98184, -3.85948], [1.60290, 1.25946, -2.69861], [2.47105, 1.33674, -1.87437], [2.60870, 0.69139, -0.64390], [1.54837, -0.00857, -0.34187], [0.45761, -0.34968, -1.40937], [0.55538, 0.43740, -2.57190], [-0.29753, 0.44808, -3.16905], [-0.39352, -1.16268, -1.00266], [-1.39004, -1.54275, -2.15347], [-1.11327, -1.86235, -2.90807], [-2.02037, -2.29875, -1.54524], [-2.14698, -0.70778, -2.44349], [1.49660, -0.85422, 0.80375], [2.17579, -2.01957, 0.86655], [2.22249, -2.69384, 2.20043], [2.31959, -2.17704, 2.96982], [3.18490, -3.38758, 2.33506], [0.93161, -3.67046, 2.30518], [1.24815, -4.47177, 1.84566], [1.02963, -3.94493, 3.48801], [-0.21063, -2.87170, 2.04491], [-0.28639, -3.04684, 0.73680], [-1.19203, -3.73713, 2.22825], [-0.73949, -1.54180, 2.69799], [-1.20112, -0.81558, 1.82520], [-2.70603, -0.79867, 1.81495], [-3.47436, 0.04798, 0.89344], [-4.47177, -0.29864, 0.83310], [-3.18828, -0.26469, -0.29895], [-3.15951, 1.44795, 1.16579], [-4.01758, 2.02930, 2.35614], [-3.64585, 1.47412, 3.25575], [-4.82364, 1.70491, 2.32054], [-3.80246, 2.89016, 2.45437], [-3.42724, 2.21799, 0.46838], [-1.62306, 1.67687, 1.21049], [-0.82741, 0.76488, 2.17194], [-1.40487, 0.98921, 3.37872], [0.28442, 1.03772, 2.23702], [-1.20932, 1.63500, 0.17443], [-1.53440, 2.83174, 1.50723], [-2.87117, -1.99224, 1.39048], [-3.26177, -0.83117, 2.91961], [-1.03552, -0.76797, 0.94731], [-1.30171, -1.73662, 3.74056], [0.39545, -1.33700, 2.87870], [3.45403, -1.75295, 0.54387], [2.00807, -2.90336, -0.00082], [3.44077, 0.54176, 0.06284], [3.47953, 1.76694, -1.90517], [2.69051, 2.36941, -4.15277], [1.11995, 1.68954, -4.60484], [0.16831, 3.45518, -3.21875], [1.10168, 5.56063, -3.59065], [2.77474, 4.77079, -4.04529]], "total_charge": 1, "e_lumo_ev": -2.2, "energy_ha": -1024.8096, "relative_energy_kj_mol": 2044.2, "homo_ev": -10.889}